# 1
ORCA calculation (the ωB97M-V functional and the def2-TZVPD basis) on a molecular structure, C20H22F12N2O6Sn in a non-equilibrium geometry.

E_HOMO: -9.8 eV
energy above the lowest of the compared OMol25 structures with the same formula, charge and spin: 1.2940 eV
LUMO level: -1.04 eV
electronic energy: -2749.07413 hartree

Element x y z (Å)
Sn (-0.325, -0.106, 0.427)
O (-2.872, -0.496, 0.367)
C (-3.174, -1.277, 1.542)
C (-2.293, -2.489, 1.502)
N (-0.855, -2.184, 1.622)
C (-0.065, -3.191, 0.930)
C (-0.237, -3.054, -0.572)
O (-0.093, -4.055, -1.256)
O (-0.506, -1.854, -0.966)
C (-0.330, -1.880, 2.944)
C (1.082, -1.269, 2.850)
O (1.891, -1.588, 3.695)
O (1.262, -0.444, 1.855)
H (-3.177, 0.406, 0.544)
H (-3.009, -0.695, 2.443)
H (-4.214, -1.602, 1.517)
H (-2.598, -3.187, 2.287)
H (-2.438, -2.952, 0.526)
H (0.996, -3.066, 1.151)
H (-0.367, -4.215, 1.156)
H (-0.949, -1.144, 3.456)
H (-0.219, -2.775, 3.561)
C (-2.007, 1.732, -3.477)
C (-1.220, 0.694, -2.651)
C (-0.063, 0.126, -3.458)
C (-0.789, 1.399, -1.399)
H (-2.409, 1.251, -4.369)
H (-1.343, 2.544, -3.782)
H (-2.832, 2.157, -2.903)
H (-1.900, -0.122, -2.391)
H (0.623, 0.918, -3.776)
H (-0.437, -0.382, -4.349)
H (0.482, -0.600, -2.862)
H (-1.570, 1.922, -0.859)
H (0.162, 1.923, -1.409)
F (1.063, 2.096, 3.200)
C (0.102, 2.759, 2.566)
F (0.138, 4.035, 2.968)
F (0.423, 2.750, 1.243)
C (-1.294, 2.087, 2.764)
O (-1.348, 0.857, 2.190)
C (-2.401, 2.995, 2.118)
F (-2.142, 3.186, 0.803)
F (-3.592, 2.364, 2.164)
F (-2.554, 4.194, 2.673)
C (-1.600, 1.949, 4.293)
F (-0.683, 1.184, 4.894)
F (-1.650, 3.119, 4.937)
F (-2.788, 1.341, 4.459)
F (6.237, 0.643, -3.545)
C (5.272, -0.228, -3.878)
F (5.860, -1.407, -4.130)
F (4.733, 0.202, -5.035)
C (4.219, -0.348, -2.812)
C (4.055, 0.640, -1.859)
C (3.026, 0.497, -0.945)
N (2.187, -0.541, -0.949)
C (2.381, -1.508, -1.851)
C (3.383, -1.452, -2.805)
H (4.710, 1.499, -1.831)
H (2.862, 1.235, -0.167)
H (1.698, -2.348, -1.828)
H (3.497, -2.244, -3.532)

=====

# 2
ORCA calculation (the ωB97M-V functional and the def2-TZVPD basis) on a molecular structure, C23H22N3NiO5.

multiplicity: 3
E_HOMO (alpha / beta): -4.9 / -5.0 eV
energy above the lowest of the compared OMol25 structures with the same formula, charge and spin: 0.0295 eV
LUMO level (alpha / beta): 2.57 / 2.95 eV
electronic energy: -2938.35846 hartree
net charge: -1

Element x y z (Å)
Ni (-0.610, -0.044, 0.611)
O (1.629, 2.665, -2.369)
C (1.681, 3.703, -1.514)
C (2.147, 4.919, -2.016)
C (2.221, 6.030, -1.200)
C (1.833, 5.952, 0.135)
C (1.380, 4.744, 0.633)
C (1.300, 3.605, -0.168)
C (0.829, 2.318, 0.421)
O (0.607, 1.323, -0.377)
N (0.688, 2.272, 1.720)
N (0.244, 1.003, 2.057)
C (0.412, 0.597, 3.252)
C (0.173, -0.784, 3.644)
C (0.156, -1.102, 5.006)
C (0.038, -2.403, 5.450)
C (-0.038, -3.422, 4.496)
C (-0.005, -3.138, 3.149)
C (0.096, -1.814, 2.673)
O (0.141, -1.623, 1.375)
H (1.195, 1.926, -1.879)
H (2.434, 4.963, -3.059)
H (2.582, 6.967, -1.607)
H (1.882, 6.823, 0.775)
H (1.074, 4.648, 1.666)
H (0.824, 1.296, 3.981)
H (0.240, -0.291, 5.721)
H (0.016, -2.628, 6.507)
H (-0.124, -4.454, 4.817)
H (-0.060, -3.923, 2.405)
C (1.439, -1.782, -1.745)
N (0.775, -1.394, -2.978)
C (0.538, -2.553, -3.809)
C (-0.429, -0.584, -2.754)
C (-1.515, -1.265, -1.950)
C (-2.435, -2.082, -2.616)
C (-3.410, -2.794, -1.937)
C (-3.478, -2.702, -0.553)
C (-2.582, -1.887, 0.122)
C (-1.618, -1.161, -0.567)
H (2.405, -2.233, -1.988)
H (0.860, -2.505, -1.150)
H (1.619, -0.908, -1.122)
H (1.495, -3.019, -4.057)
H (0.055, -2.254, -4.742)
H (-0.092, -3.319, -3.328)
H (-0.826, -0.318, -3.737)
H (-0.143, 0.337, -2.260)
H (-2.380, -2.148, -3.698)
H (-4.111, -3.414, -2.481)
H (-4.230, -3.253, -0.001)
H (-2.646, -1.814, 1.203)
O (-2.006, 1.182, 0.488)
O (-2.270, 1.742, -0.643)

=====

# 3
ORCA calculation (the ωB97M-V functional and the def2-TZVPD basis) on 3 unconnected molecules or ions with the total composition C3H14NO4 in a non-equilibrium geometry.

E_HOMO: -14.6 eV
energy above the lowest of the compared OMol25 structures with the same formula, charge and spin: 0.6336 eV
LUMO level: -2.70 eV
electronic energy: -478.18202 hartree
net charge: +1

Element x y z (Å)
C (-0.541, 1.079, 1.103)
O (-1.613, 0.209, 1.442)
C (-0.067, 0.680, -0.315)
C (1.312, 1.245, -0.606)
O (2.185, 0.697, 0.372)
N (-0.042, -0.832, -0.399)
H (0.232, 0.994, 1.861)
H (-0.892, 2.102, 1.023)
H (-1.646, 0.018, 2.386)
H (-0.870, 1.016, -0.963)
H (1.640, 1.085, -1.636)
H (1.234, 2.325, -0.484)
H (2.927, 1.295, 0.513)
H (0.896, -1.250, -0.330)
H (-0.454, -1.103, 0.507)
H (-0.537, -1.252, -1.173)
H (2.148, -3.329, 0.274)
H (2.362, -2.552, 1.496)
O (1.725, -2.609, 0.769)
H (-3.907, -0.343, -1.624)
H (-3.102, 0.606, -2.444)
O (-2.990, -0.080, -1.772)

=====

# 4
ORCA calculation (the ωB97M-V functional and the def2-TZVPD basis) on 2 unconnected molecules or ions with the total composition C3H7N in a non-equilibrium geometry.

multiplicity: 2
E_HOMO (alpha / beta): 0.4 / -2.0 eV
energy above the lowest of the compared OMol25 structures with the same formula, charge and spin: 1.8494 eV
LUMO level (alpha / beta): 4.52 / 4.46 eV
electronic energy: -173.10815 hartree
net charge: -1

Element x y z (Å)
C (-0.757, -0.542, -0.513)
C (-1.444, -1.550, -1.179)
H (-0.819, -0.276, 0.536)
H (-0.324, 0.259, -1.128)
H (-1.274, -2.626, -1.101)
H (-2.039, -1.206, -2.042)
C (1.499, 0.826, 1.159)
N (0.625, 1.737, 1.400)
H (1.420, -0.145, 1.635)
H (2.289, 0.968, 0.414)
H (0.825, 2.554, 0.821)

=====

# 5
ORCA calculation (the ωB97M-V functional and the def2-TZVPD basis) on 11 unconnected molecules or ions with the total composition C56H79N5O17 in a non-equilibrium geometry.

E_HOMO: -8.8 eV
SMILES string: O=C1C=CC(=O)C=C1.O=C1C=CC(=O)C=C1.O=C1C=CC(=O)C=C1.O=C1C=CC(=O)C=C1.O=C1C=CC(=O)C=C1.O=C1C=CC(=O)C=C1.COC[C@H](C)N.COC[C@H](C)N.COC[C@H](C)N.COC[C@H](C)N.COC[C@H](C)N
energy above the lowest of the compared OMol25 structures with the same formula, charge and spin: 2.7608 eV
LUMO level: -2.43 eV
electronic energy: -3733.58624 hartree

Element x y z (Å)
O (19.238, 13.747, 19.166)
C (19.615, 14.611, 19.947)
C (18.698, 15.206, 20.919)
C (19.007, 15.975, 21.957)
C (20.382, 16.443, 22.220)
O (20.606, 17.097, 23.234)
C (21.329, 16.145, 21.104)
C (20.982, 15.218, 20.132)
H (17.681, 14.865, 20.790)
H (18.236, 16.258, 22.659)
H (22.263, 16.682, 21.192)
H (21.697, 14.892, 19.391)
O (17.199, 14.559, 10.313)
C (17.518, 13.379, 10.496)
C (17.592, 12.843, 11.906)
C (17.857, 11.558, 12.119)
C (18.082, 10.567, 11.137)
O (18.267, 9.372, 11.296)
C (17.974, 11.051, 9.756)
C (17.793, 12.364, 9.444)
H (17.581, 13.513, 12.752)
H (17.887, 11.261, 13.157)
H (18.183, 10.423, 8.902)
H (17.620, 12.731, 8.443)
O (8.864, 18.078, 18.431)
C (9.270, 17.465, 19.407)
C (10.430, 16.588, 19.488)
C (10.912, 16.105, 20.703)
C (10.153, 16.311, 21.995)
O (10.636, 15.870, 23.050)
C (8.900, 17.023, 21.808)
C (8.439, 17.488, 20.606)
H (11.000, 16.317, 18.612)
H (11.694, 15.366, 20.791)
H (8.275, 17.021, 22.689)
H (7.421, 17.834, 20.711)
O (16.793, 19.106, 18.177)
C (17.686, 18.803, 17.426)
C (17.663, 19.309, 16.063)
C (18.562, 18.933, 15.134)
C (19.701, 18.017, 15.317)
O (20.465, 17.806, 14.339)
C (19.720, 17.460, 16.711)
C (18.841, 17.851, 17.686)
H (16.875, 19.993, 15.782)
H (18.470, 19.316, 14.128)
H (20.419, 16.702, 17.031)
H (19.103, 17.530, 18.684)
O (14.139, 15.053, 12.146)
C (14.141, 16.301, 12.206)
C (15.338, 17.128, 12.170)
C (15.389, 18.416, 12.374)
C (14.148, 19.257, 12.729)
O (14.086, 20.453, 13.146)
C (12.929, 18.440, 12.707)
C (12.940, 17.088, 12.440)
H (16.279, 16.684, 11.878)
H (16.350, 18.892, 12.245)
H (11.955, 18.902, 12.784)
H (12.031, 16.535, 12.259)
O (14.589, 20.638, 25.329)
C (14.914, 20.022, 24.360)
C (16.284, 19.833, 23.952)
C (16.640, 19.111, 22.845)
C (15.649, 18.312, 21.975)
O (15.984, 17.580, 21.121)
C (14.301, 18.536, 22.402)
C (13.967, 19.350, 23.491)
H (17.092, 20.372, 24.424)
H (17.688, 19.185, 22.596)
H (13.511, 18.011, 21.885)
H (12.982, 19.404, 23.930)
C (11.036, 17.679, 15.447)
O (10.625, 16.747, 14.456)
C (10.387, 15.402, 14.998)
C (9.929, 14.404, 14.006)
C (10.983, 13.808, 13.100)
N (8.966, 15.014, 13.180)
H (11.962, 17.368, 15.931)
H (10.367, 17.872, 16.285)
H (11.285, 18.648, 15.016)
H (11.195, 15.032, 15.630)
H (9.588, 15.566, 15.720)
H (9.476, 13.612, 14.602)
H (11.743, 13.367, 13.745)
H (11.542, 14.547, 12.527)
H (10.659, 13.077, 12.358)
H (9.345, 15.862, 12.784)
H (8.356, 15.417, 13.877)
C (12.561, 9.126, 16.208)
O (11.725, 9.940, 16.982)
C (11.864, 11.342, 16.656)
C (10.816, 12.104, 17.485)
C (9.440, 11.801, 16.936)
N (11.041, 13.527, 17.597)
H (12.086, 8.154, 16.335)
H (13.576, 9.125, 16.607)
H (12.672, 9.447, 15.172)
H (12.819, 11.693, 17.046)
H (11.825, 11.591, 15.595)
H (10.825, 11.716, 18.503)
H (9.341, 10.727, 17.093)
H (9.369, 11.980, 15.863)
H (8.620, 12.321, 17.431)
H (11.349, 13.869, 16.698)
H (11.928, 13.647, 18.066)
C (13.519, 7.881, 20.880)
O (14.248, 9.018, 20.546)
C (13.715, 10.309, 20.806)
C (14.704, 11.364, 20.375)
C (14.453, 12.830, 20.891)
N (14.784, 11.275, 18.900)
H (13.463, 7.878, 21.968)
H (13.856, 6.879, 20.612)
H (12.492, 7.929, 20.516)
H (12.732, 10.469, 20.362)
H (13.636, 10.310, 21.893)
H (15.673, 11.013, 20.729)
H (15.196, 13.522, 20.493)
H (14.489, 12.891, 21.979)
H (13.512, 13.243, 20.529)
H (14.818, 10.310, 18.602)
H (15.637, 11.798, 18.761)
C (16.505, 15.667, 15.015)
O (15.916, 15.304, 16.246)
C (14.534, 15.715, 16.293)
C (13.903, 15.533, 17.744)
C (14.872, 16.048, 18.841)
N (13.818, 14.118, 18.067)
H (17.505, 15.235, 14.982)
H (16.698, 16.721, 14.814)
H (16.110, 15.252, 14.088)
H (14.466, 16.748, 15.952)
H (13.951, 15.043, 15.663)
H (12.907, 15.975, 17.695)
H (14.295, 16.165, 19.758)
H (15.237, 17.042, 18.580)
H (15.781, 15.448, 18.876)
H (14.269, 13.825, 18.922)
H (14.524, 13.697, 17.479)
C (14.636, 12.488, 14.389)
O (15.940, 12.495, 14.856)
C (16.313, 11.535, 15.747)
C (17.474, 11.935, 16.536)
C (17.872, 10.749, 17.507)
N (17.177, 13.030, 17.443)
H (14.585, 13.385, 13.771)
H (13.983, 12.668, 15.243)
H (14.281, 11.580, 13.902)
H (15.471, 11.217, 16.362)
H (16.495, 10.665, 15.115)
H (18.301, 12.425, 16.021)
H (18.660, 10.986, 18.222)
H (18.290, 9.943, 16.903)
H (16.992, 10.312, 17.978)
H (18.024, 13.399, 17.851)
H (16.796, 13.711, 16.801)

=====

# 6
ORCA calculation (the ωB97M-V functional and the def2-TZVPD basis) on C5H11NO in the gas phase.

E_HOMO: -9.6 eV
SMILES string: CCCNC(C)=O
energy above the lowest of the compared OMol25 structures with the same formula, charge and spin: 0.7440 eV
LUMO level: 0.87 eV
electronic energy: -327.10401 hartree

Element x y z (Å)
C (0.525, 0.957, -2.171)
C (0.775, 1.168, -0.683)
C (-0.446, 0.952, 0.204)
N (-1.056, -0.385, 0.078)
C (-0.165, -1.401, 0.497)
C (-0.284, -1.781, 1.955)
O (0.713, -1.811, -0.226)
H (1.407, 1.248, -2.751)
H (0.313, -0.096, -2.371)
H (-0.323, 1.555, -2.528)
H (1.580, 0.501, -0.356)
H (1.121, 2.190, -0.493)
H (-0.139, 1.126, 1.255)
H (-1.226, 1.683, -0.035)
H (-1.890, -0.408, 0.657)
H (-1.307, -2.034, 2.251)
H (0.002, -0.875, 2.512)
H (0.401, -2.590, 2.206)